Formula: C38H31MnO3SSi
Source: OMol25
Level of theory: wB97M-V/def2-TZVPD

```
75
Properties=species:S:1:pos:R:3:lowdin_charge:R:1
Mn 0.350 0.763 -0.743 0.595
O 1.978 -0.658 -0.545 -0.083
C 2.545 -0.697 0.795 -0.294
C 1.422 -0.185 1.748 -0.559
O 1.512 -0.418 2.932 0.107
O 0.500 0.521 1.174 -0.132
C 2.949 -2.129 1.076 -0.141
C 2.003 -3.042 1.531 -0.002
C 2.344 -4.375 1.690 -0.062
C 3.629 -4.811 1.393 -0.082
C 4.574 -3.907 0.933 -0.075
C 4.235 -2.569 0.776 -0.021
C 3.690 0.302 0.902 -0.159
C 4.050 1.120 -0.161 -0.038
C 5.079 2.045 -0.019 -0.076
C 5.752 2.158 1.186 -0.086
C 5.392 1.341 2.252 -0.063
C 4.370 0.419 2.113 -0.016
H 2.523 -1.188 -1.137 0.135
H 1.002 -2.712 1.774 0.107
H 1.602 -5.075 2.052 0.102
H 3.894 -5.852 1.525 0.102
H 5.578 -4.238 0.701 0.103
H 4.980 -1.863 0.431 0.120
H 3.532 1.048 -1.109 0.105
H 5.349 2.676 -0.856 0.106
H 6.552 2.878 1.297 0.102
H 5.911 1.425 3.198 0.106
H 4.076 -0.207 2.946 0.128
S 0.198 1.964 -2.670 0.630
C 0.006 3.250 -1.446 -0.681
C 1.022 3.523 -0.527 -0.141
C 0.827 4.457 0.486 -0.070
C -0.369 5.146 0.571 -0.082
C -1.377 4.897 -0.356 -0.083
C -1.200 3.953 -1.349 -0.115
H 1.981 3.022 -0.618 0.084
H 1.620 4.642 1.198 0.109
H -0.521 5.877 1.355 0.103
H -2.317 5.430 -0.290 0.106
H -1.996 3.735 -2.048 0.105
C -4.336 3.253 1.015 -0.092
C -4.723 2.711 -0.203 -0.084
C -4.013 1.650 -0.748 -0.091
C -2.905 1.111 -0.087 -0.272
C -2.523 1.677 1.136 -0.107
C -3.235 2.734 1.683 -0.081
Si -1.934 -0.288 -0.867 0.780
C -1.744 -1.791 0.239 -0.286
C -1.273 -2.989 -0.311 -0.116
C -1.144 -4.132 0.462 -0.097
C -1.466 -4.093 1.813 -0.099
C -1.906 -2.907 2.383 -0.074
C -2.045 -1.767 1.602 -0.079
C -2.727 -0.826 -2.478 -0.287
C -2.605 -0.091 -3.660 -0.115
C -3.288 -0.465 -4.809 -0.082
C -4.112 -1.582 -4.797 -0.088
C -4.251 -2.321 -3.632 -0.083
C -3.565 -1.946 -2.486 -0.097
H -4.891 4.079 1.441 0.103
H -5.581 3.111 -0.728 0.103
H -4.328 1.235 -1.699 0.099
H -1.652 1.301 1.660 0.085
H -2.922 3.158 2.628 0.108
H -1.018 -3.034 -1.366 0.107
H -0.787 -5.050 0.014 0.106
H -1.369 -4.984 2.421 0.103
H -2.144 -2.867 3.438 0.107
H -2.396 -0.852 2.063 0.097
H -1.963 0.781 -3.684 0.033
H -3.174 0.117 -5.715 0.103
H -4.644 -1.874 -5.694 0.101
H -4.896 -3.191 -3.613 0.102
H -3.690 -2.535 -1.584 0.100
```

Properties
- E (Ha) = -3531.14248
- HOMO energy (spin up / spin down) (eV) = -8.15 / -7.84
- net charge = 0
- 2S+1 = 5
- frontier orbital gap (spin up / spin down) (eV) = 7.12 / 8.12
- <S²> = 6.394